{"formula": "C45H36BrF6O4P3PdS2", "method": "ωB97M-V with the def2-TZVPD basis set", "elements": ["C", "H", "C", "F", "O", "C", "C", "C", "C", "C", "C", "C", "H", "C", "F", "H", "H", "C", "C", "C", "C", "H", "P", "O", "H", "C", "C", "F", "C", "C", "C", "P", "H", "O", "C", "H", "S", "C", "O", "H", "H", "C", "C", "H", "F", "H", "H", "P", "Pd", "C", "Br", "F", "C", "C", "C", "C", "H", "H", "H", "C", "H", "C", "C", "H", "C", "H", "H", "H", "H", "H", "C", "H", "C", "H", "C", "H", "H", "C", "C", "H", "H", "H", "C", "H", "S", "C", "C", "C", "H", "H", "H", "C", "C", "H", "H", "C", "C", "F"], "coordinates": [[-0.565, -2.161, -0.407], [2.759, 2.869, -2.245], [1.181, -3.536, -3.731], [-5.633, -0.237, -2.665], [0.523, 2.278, -1.251], [2.462, 1.108, -3.428], [4.108, -0.085, 3.783], [-2.534, 4.129, 1.958], [2.871, -3.680, -2.035], [-2.339, -3.362, -2.170], [-4.299, 3.020, 3.150], [1.288, 0.460, 4.598], [4.511, 2.613, 3.360], [2.815, 0.465, -0.774], [-5.999, 0.567, -0.555], [3.286, 0.844, -6.715], [0.293, -1.608, -4.016], [1.043, -2.177, -3.484], [5.140, 0.876, -0.239], [1.835, -1.540, -2.519], [3.548, 2.617, -5.524], [-5.099, -4.314, 2.705], [-1.902, 0.184, 1.260], [0.095, 3.881, -3.056], [2.325, -0.471, -4.887], [-1.615, -4.128, -1.266], [-5.088, -2.313, 1.919], [-4.032, 1.729, -0.654], [-4.315, -1.207, 1.585], [4.144, 0.600, -1.163], [3.171, 1.295, -5.735], [1.527, 0.229, -2.086], [3.934, -0.028, 4.860], [-1.734, 3.051, -1.632], [-0.545, 0.163, 2.534], [-4.308, 0.879, 3.053], [-0.708, 1.130, -3.511], [2.739, -2.316, -1.789], [1.191, 0.384, 0.938], [2.185, -5.358, -3.185], [3.917, -1.110, 3.456], [3.418, 3.167, -4.260], [0.813, 0.378, 2.260], [-1.277, -2.403, 2.488], [-5.616, 2.033, -2.283], [-0.357, 0.090, 5.929], [-4.790, -0.348, 1.127], [-4.853, 0.771, -1.684], [-1.543, 0.663, -1.105], [1.738, 0.552, 3.289], [-1.850, -6.020, -1.236], [-4.038, -0.508, -1.045], [-1.266, -1.377, -1.312], [-2.693, 1.719, 1.907], [-3.669, 4.192, 2.758], [4.802, 1.000, 1.093], [-4.073, 5.153, 3.058], [-2.704, -1.391, -2.905], [5.163, 0.141, 3.605], [3.462, 2.335, 3.512], [3.709, 4.195, -4.082], [3.198, 0.896, 3.023], [-2.054, 2.900, 1.530], [-0.150, -4.161, 0.305], [-0.715, -3.548, -0.391], [5.572, 1.246, 1.815], [-1.992, -0.118, 4.084], [-2.646, -4.367, 3.051], [-1.198, 2.862, 0.869], [2.836, 3.041, 2.960], [2.510, 0.562, 0.588], [-2.030, 5.037, 1.652], [-2.938, -1.218, 1.806], [-6.157, -2.281, 1.745], [-0.034, 0.185, 4.898], [1.992, 0.606, 5.411], [-3.054, -3.830, -2.837], [2.094, -4.293, -3.004], [2.883, 2.419, -3.220], [3.935, 3.212, -6.343], [6.169, 0.997, -0.561], [3.583, -4.261, -1.459], [2.630, 0.549, -4.697], [3.348, -1.855, -1.023], [-0.447, 2.787, -2.289], [-0.943, 0.058, 3.865], [-3.121, -3.477, 2.651], [-2.349, -2.369, 2.327], [0.140, -1.704, 0.284], [-5.185, 3.062, 3.775], [0.553, -4.013, -4.478], [-2.144, -1.987, -2.195], [3.495, 0.813, 1.535], [4.405, 0.481, -2.205], [3.229, 2.430, 4.577], [-3.805, 1.784, 2.738], [-4.495, -3.449, 2.451], [-3.669, 0.921, -2.786]], "multiplicity": 2, "lumo_ev": [2.02, 0.41], "charge": -1, "gap_ev": [7.48, 6.07], "e_above_lowest_kcal_mol": 18.7, "s_squared": 0.758}